# 1
The following is a quantum chemistry calculation of CH16F3Na3O11S as an isolated structure, from the OMol25 dataset.

Positions of all 35 atoms, in Å:
S1 -1.65252 -0.70993 -0.75195
Na1 -4.27699 1.17902 -3.01735
Na2 -1.89850 -3.25959 1.92756
Na3 -4.17020 -2.73524 -0.87757
F1 -0.05300 -0.04778 1.23215
F2 -0.80871 1.62932 0.05121
F3 -2.07881 0.61660 1.44327
O1 -1.90646 -1.95629 -0.02858
O2 -1.57186 3.33994 2.44818
O3 -1.03469 0.29184 -4.36728
O4 -0.55892 -0.94182 -1.67938
O5 1.86873 3.56954 0.13341
O6 0.13003 -3.92263 -1.74764
O7 -2.84352 -0.13202 -1.39535
O8 3.33165 -0.14148 0.67002
O9 2.19422 -0.41099 -2.06383
O10 0.36718 -2.66758 2.66434
O11 1.05451 2.20903 2.64667
C1 -1.05264 0.47440 0.58233
H1 0.03716 -2.98974 -1.97653
H2 -0.26470 0.52253 -4.90033
H3 -2.16513 2.76874 1.96019
H4 0.97036 1.39643 3.15461
H5 0.56978 -1.83772 3.11025
H6 1.44703 -0.91838 -1.70583
H7 1.59680 2.78683 3.20457
H8 2.98511 -0.01579 1.55850
H9 3.32866 -1.09442 0.52221
H10 -0.67120 0.04791 -3.50432
H11 1.57821 3.06557 0.90542
H12 0.99321 -4.17527 -2.09805
H13 2.12087 -0.49465 -3.02156
H14 1.16997 -2.88599 2.17199
H15 1.95492 4.47830 0.44338
H16 -0.69053 2.96131 2.30531

Its energy above the lowest of the compared OMol25 structures with the same formula, charge and spin is 5.5 kJ/mol. As for the charge: +2. The HOMO energy comes out at -14.620 eV.

# 2
The following is a quantum chemistry calculation of C28H42BN6ORuS3 as an isolated structure, from the OMol25 dataset.

Positions of all 82 atoms, in Å:
Ru1 0.11493 0.06634 -0.18192
S1 1.93002 -1.09593 -0.03592
S2 0.55348 2.10803 0.58796
S3 -1.35793 -1.70051 0.35201
O1 -1.51476 0.68107 -1.00555
N1 -1.22250 -0.32378 2.52154
N2 1.08805 0.73462 2.72948
N3 -1.51032 0.32808 3.67016
N4 0.87060 -1.73970 2.24936
N5 1.57952 0.38594 3.91080
N6 0.50381 -2.40198 3.30924
C1 2.46610 2.57606 4.06007
C2 -0.94642 -4.57542 4.52013
C3 2.28344 1.28617 4.58565
C4 1.26390 -5.68053 4.92890
C5 2.09204 -4.05631 2.69595
C6 1.72724 0.39543 6.82766
C7 -2.06042 -1.06943 1.83026
C8 0.76097 -3.47195 5.99386
C9 3.77651 -0.38799 5.60507
C10 -3.64597 -0.69157 3.48486
C11 -4.29047 -2.21042 1.56435
C12 -1.94091 1.73269 5.93826
C13 2.87304 0.81496 5.90535
C14 -1.54369 1.34362 -2.23358
C15 -3.43013 -0.19936 6.47935
C16 2.46871 -3.36168 1.55734
C17 -4.31431 1.75117 5.16401
C18 0.55502 -4.34117 4.74639
C19 3.69161 1.91263 6.57970
C20 -2.71334 0.15768 4.14728
C21 1.95267 2.94425 2.83565
C22 1.08365 -3.58637 3.54244
C23 3.49773 -3.85233 0.60431
C24 1.76792 -2.16768 1.36013
C25 1.25510 1.92478 2.17473
C26 -3.35282 -1.33039 2.30846
C27 -3.08978 0.86932 5.43324
C28 2.13689 4.28818 2.23130
B1 0.21655 -0.33279 2.02588
H1 4.55359 2.21419 5.98276
H2 0.23721 -2.52135 5.89955
H3 -4.48588 -1.80124 0.56948
H4 0.36333 -3.99953 6.85989
H5 1.17557 4.72975 1.96102
H6 3.03611 3.29702 4.63082
H7 -5.23538 -2.30101 2.09446
H8 0.83879 -6.18806 5.79350
H9 -2.58267 -0.86195 6.66246
H10 2.63251 4.95605 2.93105
H11 2.56669 -5.00169 2.91957
H12 -4.28906 -0.80491 6.19098
H13 -3.68191 0.28988 7.41940
H14 -1.48395 -3.63139 4.42514
H15 -3.87206 -3.21055 1.43939
H16 3.09276 2.79440 6.81062
H17 2.74916 4.22274 1.32911
H18 -2.24964 2.22297 6.86033
H19 1.81776 -3.27530 6.18000
H20 -4.59822 2.25648 6.08580
H21 -2.21813 2.20303 -2.06821
H22 1.10357 -0.37061 6.36763
H23 1.09896 1.24589 7.09287
H24 2.14650 -0.00802 7.74904
H25 4.29695 -3.11990 0.48572
H26 3.05991 -4.03655 -0.37806
H27 -0.55821 1.66383 -2.58319
H28 3.20940 -1.20207 5.15418
H29 -1.05563 1.13575 6.14860
H30 -1.13062 -5.18063 3.63176
H31 4.20925 -0.74973 6.53687
H32 -1.67145 2.50735 5.22016
H33 1.12953 -6.34131 4.07173
H34 -4.09916 2.51518 4.41685
H35 -2.05957 0.69003 -2.95243
H36 4.07434 1.53321 7.52642
H37 2.33084 -5.56028 5.12069
H38 -4.62624 -0.82238 3.92487
H39 4.59772 -0.11622 4.94039
H40 3.93350 -4.78128 0.96171
H41 -1.35215 -5.11164 5.37711
H42 -5.18074 1.18011 4.83361

As for the charge: +3. The HOMO energy (spin up / spin down) comes out at -17.871 / -17.869 eV.

Number 1: energy -2059.6069 a.u.. Number 2: energy -2809.2680 a.u..